Entry 1:
ORCA calculation (ωB97M-V/def2-TZVPD) on C3H8NO9P2Re as an isolated structure.

The geometry in XYZ format:
```
24
Properties=species:S:1:pos:R:3:nbo_charge:R:1
O -0.40 0.05 4.31 -1.015
H 0.95 -2.18 0.47 0.424
O 0.52 0.08 -1.81 -0.704
N 0.09 -1.94 -0.03 -0.836
H 0.22 -3.76 -1.08 0.237
H -1.00 -2.63 -1.68 0.227
C 0.02 -2.71 -1.31 -0.220
H 1.06 -2.91 -3.17 0.283
O 1.42 1.53 3.18 -1.022
O 0.12 -0.06 1.80 -1.064
H 1.82 1.53 4.07 0.548
Re -0.08 0.24 -0.07 1.989
O -2.20 3.74 1.27 -0.992
O 0.66 -0.46 -3.98 -0.429
P -0.98 3.01 1.47 2.562
H -0.65 -2.27 0.60 0.432
H 2.04 -2.20 -1.89 0.251
P 0.00 0.80 3.14 2.562
O -0.99 1.96 2.69 -1.081
O -0.67 1.97 0.23 -0.965
H 1.06 3.40 2.11 0.536
O 0.34 3.82 1.62 -0.971
C 1.04 -2.22 -2.33 -0.544
C 0.72 -0.85 -2.87 0.795
```

Calculated values
- Energy relative to the best compared isomer or geometry (same formula, charge and spin): 19.2 kcal per mole
- Orbital gap (spin up / spin down): 7.97 / 7.99 eV
- Charge: +1
- LUMO level (spin up / spin down): -6.2229 / -7.0086 eV
- Multiplicity: 4

---

Entry 2:
ORCA calculation (ωB97M-V/def2-TZVPD) on an isolated ion of composition C3H8NOS and charge -1.

The geometry in XYZ format:
```
14
Properties=species:S:1:pos:R:3:nbo_charge:R:1
H -2.05 0.18 -1.53 0.124
O 0.26 1.92 1.26 -0.933
H 1.88 1.36 2.38 0.074
H 1.82 -0.83 1.17 0.312
H 0.37 0.63 -0.98 0.244
C 1.32 1.16 1.45 0.147
H 1.00 -1.02 -1.18 0.190
C 0.15 -0.42 -0.84 -0.519
N 1.00 -0.35 1.52 -0.678
H -0.44 -1.70 0.80 0.161
S -1.27 -0.84 -1.91 -0.121
H 2.09 1.25 0.62 0.017
H -0.93 0.00 0.93 0.228
C -0.12 -0.66 0.65 -0.247
```

Calculated values
- Energy relative to the best compared isomer or geometry (same formula, charge and spin): 42.1 kcal per mole
- Orbital gap: 5.84 eV
- SMILES string: [O-]CNCCS
- Charge: -1
- LUMO level: 3.2789 eV

---

Entry 3:
ORCA calculation (ωB97M-V/def2-TZVPD) on a 2-piece molecular cluster, C3H8NPS3 overall at a distorted geometry.

The geometry in XYZ format:
```
16
Properties=species:S:1:pos:R:3:nbo_charge:R:1
P 0.41 -1.79 -0.20 1.186
N -0.84 -0.68 -0.17 -0.741
H 5.16 0.65 1.42 0.166
S 0.17 -3.19 1.13 -0.450
S 1.86 -1.26 -1.34 -0.427
H -1.93 -0.53 1.60 0.196
H -2.83 -1.30 0.57 0.200
C -1.05 0.51 -0.93 -0.196
C -2.03 -0.59 0.58 -0.197
H 5.68 2.04 0.00 0.144
C -2.39 0.69 -0.18 -0.415
H -0.35 1.22 -0.72 0.193
H -3.10 0.53 -0.94 0.221
S 4.57 1.73 0.69 -0.310
H -0.93 0.52 -2.04 0.207
H -2.39 1.45 0.53 0.223
```

Calculated values
- Energy relative to the best compared isomer or geometry (same formula, charge and spin): 12.7 kcal per mole
- Orbital gap: 9.03 eV
- Charge: 0
- LUMO level: -0.2345 eV

---

Entry 4:
ORCA calculation (ωB97M-V/def2-TZVPD) on a 2-piece molecular cluster, C3H8NS overall at a distorted geometry.

The geometry in XYZ format:
```
13
Properties=species:S:1:pos:R:3:nbo_charge:R:1
H 1.75 -1.51 -0.69 0.192
H -1.69 0.03 -2.41 0.158
C 1.38 -0.74 -1.39 -0.464
C -0.81 0.56 2.50 -0.744
H 1.47 0.17 -0.79 0.219
H 2.16 -0.71 -2.19 0.181
C -0.79 0.06 -1.74 -0.100
H -1.75 0.91 2.96 0.166
S 0.28 1.66 1.53 -0.716
H -0.27 -0.04 3.25 0.170
H -1.23 -0.26 1.80 0.161
N 0.04 -0.92 -1.89 -0.444
H -0.53 0.80 -0.94 0.220
```

Calculated values
- Energy relative to the best compared isomer or geometry (same formula, charge and spin): 38.4 kcal per mole
- Orbital gap: 6.44 eV
- Charge: -1
- LUMO level: 4.0739 eV

---

Entry 5:
ORCA calculation (ωB97M-V/def2-TZVPD) on a 2-piece molecular cluster, C3H8NS overall at a distorted geometry.

The geometry in XYZ format:
```
13
Properties=species:S:1:pos:R:3:nbo_charge:R:1
S 0.59 -1.37 3.18 -0.804
H -0.32 -0.30 -1.78 0.220
C 0.70 1.11 -3.22 -0.546
H 0.52 1.76 -3.98 0.167
H 1.71 0.97 -3.08 0.202
H -2.49 0.62 -2.48 0.392
N -1.62 0.71 -2.97 -0.830
H 0.24 1.00 2.98 0.180
H 0.99 0.20 1.47 0.188
C 0.25 0.21 2.19 -0.744
H -1.76 1.22 -3.89 0.362
C -0.33 0.59 -2.52 0.033
H -0.77 0.07 1.93 0.183
```

Calculated values
- Energy relative to the best compared isomer or geometry (same formula, charge and spin): 52.1 kcal per mole
- Orbital gap: 5.06 eV
- Charge: -1
- LUMO level: 3.1734 eV

---

Entry 6:
ORCA calculation (ωB97M-V/def2-TZVPD) on a 2-piece molecular cluster, C3H8NS overall at a distorted geometry.

The geometry in XYZ format:
```
13
Properties=species:S:1:pos:R:3:nbo_charge:R:1
N -1.56 -0.22 0.16 -0.852
H 2.18 0.20 -3.34 0.155
H 3.48 -0.46 -2.48 0.153
C -1.17 0.24 1.43 -0.070
H -0.09 0.32 1.48 0.186
H -2.27 -0.94 0.24 0.325
H 2.85 1.14 -2.01 0.165
H -2.90 -0.33 2.52 0.122
H -1.63 0.76 3.39 0.158
H -0.81 -0.56 -0.43 0.400
C -1.98 0.25 2.50 -1.208
C 2.56 0.13 -2.31 -0.748
S 1.34 -0.53 -1.14 -0.786
```

Calculated values
- Energy relative to the best compared isomer or geometry (same formula, charge and spin): 18.7 kcal per mole
- Orbital gap (spin up / spin down): 2.23 / 6.53 eV
- Charge: -2
- LUMO level (spin up / spin down): 6.4435 / 6.4121 eV
- Multiplicity: 2

---

Entry 7:
ORCA calculation (ωB97M-V/def2-TZVPD) on an isolated ion of composition C3H8NS2 and charge +1 at a distorted geometry.

The geometry in XYZ format:
```
14
Properties=species:S:1:pos:R:3:nbo_charge:R:1
S -2.37 0.98 0.10 0.153
H -0.56 -0.88 1.60 0.266
H -0.12 -0.44 -1.31 0.465
C 1.58 -0.10 -0.02 -0.397
H -0.43 1.95 -1.08 0.267
S -2.30 -1.00 -0.26 0.183
H 1.88 0.20 1.00 0.256
C -0.54 1.25 -0.22 -0.393
N 0.09 -0.15 -0.32 -0.394
H 1.94 0.56 -0.69 0.223
C -0.64 -1.06 0.51 -0.408
H -0.36 -2.18 0.47 0.280
H -0.11 1.96 0.55 0.263
H 1.93 -1.07 -0.34 0.237
```

Calculated values
- Energy relative to the best compared isomer or geometry (same formula, charge and spin): 25.3 kcal per mole
- Orbital gap: 9.36 eV
- SMILES string: C[NH+]1CSSC1
- Charge: +1
- LUMO level: -3.5700 eV

---

Entry 8:
ORCA calculation (ωB97M-V/def2-TZVPD) on an isolated ion of composition C3H8NS2 and charge +1 at a distorted geometry.

The geometry in XYZ format:
```
14
Properties=species:S:1:pos:R:3:nbo_charge:R:1
H 2.98 1.11 -1.00 0.159
C -1.53 -1.17 0.59 -0.391
H -1.12 -2.17 0.54 0.206
C 1.32 0.39 0.62 -0.366
H 0.60 -1.11 -0.47 0.446
S -1.74 1.64 -0.63 0.206
H 0.92 1.46 0.78 0.246
S 3.00 0.14 0.04 0.055
H 0.98 -0.16 1.43 0.253
H -2.98 1.18 -0.35 0.195
N 0.44 -0.13 -0.48 -0.568
H -2.58 -1.43 0.81 0.223
C -1.03 0.13 -0.38 -0.114
H 0.73 0.12 -1.50 0.451
```

Calculated values
- Energy relative to the best compared isomer or geometry (same formula, charge and spin): 96.6 kcal per mole
- Orbital gap (spin up / spin down): 8.23 / 8.49 eV
- SMILES string: C=C(S)[NH2+]CS
- Charge: +1
- LUMO level (spin up / spin down): -4.5703 / -4.7305 eV